1.
{
  "formula": "C4H6ClNOS",
  "method": "the ωB97M-V functional and the def2-TZVPD basis",
  "symbols": ["C", "C", "Cl", "S", "C", "H", "H", "H", "H", "H", "N", "C", "O", "H"],
  "positions_angstrom": [[-0.76445, 0.98740, 1.60081], [-0.37106, 1.04298, 0.32802], [-1.31036, 1.89859, -0.81789], [1.09328, 0.19459, -0.05198], [1.17442, -0.04605, -1.86040], [-1.64964, 1.46677, 2.11311], [-0.22590, 0.43906, 2.35454], [1.62310, 0.78821, -2.28960], [0.05723, -0.05155, -2.16592], [1.78110, -1.05193, -2.02423], [-1.96436, -1.87961, 0.96877], [-1.85024, -2.29289, -0.14430], [-1.45727, -2.78279, -1.10519], [-2.77334, -1.46988, 1.36850]],
  "forces_ev_per_angstrom": [[-1.2, 0.7, 1.2], [-0.7, -0.2, 1.4], [0.0, 0.2, -0.6], [1.1, -0.3, -0.3], [-2.0, -2.5, 0.8], [0.9, -0.2, -1.4], [0.5, -0.4, -0.3], [1.0, 1.2, -0.9], [2.1, -0.6, 0.0], [-1.6, 2.2, 0.2], [-0.4, 0.5, 1.3], [0.9, -0.4, 0.4], [0.0, -0.6, -2.0], [-0.5, 0.3, 0.3]],
  "e_above_lowest_kj_mol": 172.7,
  "multiplicity": 1,
  "e_lumo_ev": 0.565,
  "smiles": "C=C(Cl)SC.N=C=O",
  "homo_ev": -8.3139,
  "energy_ev": -31139.1492
}

2.
{
  "formula": "C44H37N2OP2S2Tl",
  "method": "the ωB97M-V functional and the def2-TZVPD basis",
  "symbols": ["Tl", "S", "C", "N", "C", "C", "C", "C", "C", "C", "S", "H", "H", "H", "H", "N", "P", "C", "C", "C", "C", "C", "C", "C", "C", "C", "C", "C", "C", "C", "C", "C", "C", "C", "C", "H", "H", "H", "H", "H", "H", "H", "H", "H", "H", "H", "H", "H", "H", "H", "O", "P", "C", "C", "C", "C", "C", "C", "C", "C", "C", "C", "C", "C", "C", "C", "C", "C", "C", "C", "H", "H", "H", "H", "H", "H", "H", "H", "H", "H", "H", "H", "H", "H", "H", "C", "H", "H", "H"],
  "positions_angstrom": [[1.76301, -0.32627, 2.22935], [3.33560, 5.19370, 7.07092], [1.92899, 4.24977, 7.11607], [1.53637, 3.28437, 6.32660], [0.32376, 2.75168, 6.69746], [-0.34615, 1.71071, 6.04268], [-1.57305, 1.27904, 6.52336], [-2.15936, 1.85504, 7.64945], [-1.51105, 2.88648, 8.31455], [-0.28461, 3.32530, 7.83892], [0.74851, 4.57843, 8.44034], [0.07922, 1.22581, 5.16997], [-2.08339, 0.47751, 6.00183], [-3.12006, 1.50041, 8.00417], [-1.95577, 3.34442, 9.19090], [1.34083, 0.75300, 0.13642], [0.43538, 1.83882, -0.43381], [-1.10395, 1.35023, -1.33057], [-0.94472, 0.48384, -2.41331], [-2.03402, 0.06143, -3.15487], [-3.31269, 0.48559, -2.80996], [-3.48826, 1.32076, -1.71784], [-2.38796, 1.75376, -0.98318], [1.23752, 2.86252, -1.75893], [0.62333, 3.32663, -2.91803], [1.34089, 4.05418, -3.86190], [2.68328, 4.33323, -3.65104], [3.30593, 3.87861, -2.49358], [2.58857, 3.14487, -1.56107], [-0.18734, 3.16201, 0.68793], [-0.52282, 4.44395, 0.25389], [-0.96045, 5.40247, 1.15700], [-1.06034, 5.09244, 2.50773], [-0.72849, 3.82077, 2.95097], [-0.29809, 2.86231, 2.04219], [0.05351, 0.14628, -2.66797], [-1.88981, -0.61291, -3.99145], [-4.17033, 0.14688, -3.38010], [-4.48426, 1.64047, -1.43293], [-2.53233, 2.41521, -0.13720], [-0.42550, 3.11506, -3.09336], [0.84853, 4.40181, -4.76310], [3.24378, 4.90108, -4.38474], [4.35381, 4.09457, -2.32044], [3.06485, 2.75575, -0.66701], [-0.43195, 4.70307, -0.79549], [-1.20740, 6.39885, 0.80793], [-1.37973, 5.84562, 3.21781], [-0.78331, 3.57498, 4.00411], [-0.03772, 1.86933, 2.38544], [1.87888, -3.59134, -0.01132], [1.10510, -3.73678, -1.26538], [1.33855, -5.37450, -2.03092], [0.85498, -6.48117, -1.33182], [1.07210, -7.76423, -1.80574], [1.78269, -7.95780, -2.98448], [2.27951, -6.86531, -3.67794], [2.06018, -5.57833, -3.20123], [-0.67834, -3.57864, -1.03629], [-1.61548, -4.30310, -1.77090], [-2.97029, -4.12559, -1.53484], [-3.39088, -3.22303, -0.56753], [-2.46428, -2.48555, 0.15339], [-1.10723, -2.65554, -0.07967], [1.53004, -2.51441, -2.51593], [2.33716, -1.46019, -2.11072], [2.62949, -0.43611, -3.00258], [2.11904, -0.46595, -4.28885], [1.29905, -1.51738, -4.69514], [0.99655, -2.53395, -3.80715], [0.30876, -6.32882, -0.40812], [0.69093, -8.61483, -1.25445], [1.95350, -8.96078, -3.35641], [2.84357, -7.01133, -4.59089], [2.45946, -4.72927, -3.74144], [-1.28938, -5.01890, -2.51741], [-3.69626, -4.69395, -2.10461], [-4.44944, -3.08328, -0.38367], [-2.77936, -1.77229, 0.90390], [-0.39302, -2.07091, 0.49222], [2.69081, -1.41959, -1.08974], [3.22401, 0.40078, -2.66725], [2.32998, 0.34876, -4.97108], [0.87832, -1.52535, -5.69360], [0.33140, -3.33686, -4.10943], [-0.61423, -0.62642, 2.70139], [-0.94759, -0.12795, 3.61912], [-0.81171, -1.70005, 2.82153], [-1.21734, -0.24398, 1.86882]],
  "forces_ev_per_angstrom": [[0.0, 0.0, -0.1], [0.0, 0.0, 0.0], [0.0, 0.0, 0.0], [0.0, 0.0, 0.0], [-0.1, 0.0, 0.1], [0.0, 0.0, 0.0], [0.0, -0.1, -0.1], [0.0, 0.0, 0.0], [0.0, 0.0, 0.0], [0.0, 0.0, 0.0], [0.0, 0.0, 0.0], [0.1, 0.2, 0.1], [0.0, 0.0, 0.0], [0.0, 0.0, 0.0], [0.0, 0.0, 0.0], [-0.1, 0.0, -0.1], [0.1, 0.0, 0.1], [0.0, -0.1, 0.0], [0.0, 0.0, 0.0], [0.0, -0.1, 0.0], [0.0, -0.1, 0.0], [0.0, 0.0, 0.0], [0.0, 0.0, 0.0], [0.0, 0.0, 0.0], [0.0, 0.0, 0.0], [0.0, 0.0, 0.0], [0.0, 0.0, 0.0], [0.0, 0.0, 0.0], [0.0, 0.0, 0.0], [0.0, 0.0, 0.0], [0.0, 0.0, 0.0], [0.0, 0.0, 0.0], [0.0, 0.0, 0.0], [0.0, 0.0, 0.0], [0.0, 0.1, 0.0], [0.0, 0.0, 0.0], [0.0, 0.0, 0.0], [0.0, 0.0, 0.0], [0.0, 0.0, 0.0], [0.0, 0.0, 0.0], [0.0, 0.0, 0.0], [0.0, 0.0, 0.0], [0.0, 0.0, 0.0], [0.0, 0.0, 0.0], [0.0, 0.0, 0.0], [0.0, 0.0, 0.0], [0.0, 0.0, 0.0], [0.0, 0.0, 0.0], [0.0, 0.0, 0.0], [0.0, -0.1, 0.0], [0.0, 0.0, 0.0], [0.1, 0.0, 0.1], [0.0, 0.0, 0.0], [0.0, 0.0, 0.0], [0.0, 0.0, 0.0], [0.0, 0.0, 0.0], [0.0, 0.0, 0.0], [0.0, 0.0, 0.0], [-0.1, 0.0, 0.1], [0.0, 0.0, 0.0], [0.0, 0.0, 0.0], [-0.1, 0.1, 0.0], [0.0, 0.1, 0.0], [0.0, 0.0, 0.0], [0.0, 0.0, -0.1], [0.0, 0.0, 0.0], [0.0, 0.0, 0.0], [0.0, 0.0, 0.0], [0.0, 0.0, 0.0], [0.0, 0.0, 0.0], [0.0, 0.0, 0.0], [0.0, 0.0, 0.0], [0.0, 0.0, 0.0], [0.0, 0.0, 0.0], [0.0, 0.0, 0.0], [0.0, 0.0, 0.0], [0.0, 0.0, 0.0], [0.0, 0.0, 0.0], [0.0, 0.0, 0.0], [0.0, 0.0, -0.1], [0.0, 0.0, 0.0], [0.0, 0.1, 0.0], [0.0, 0.0, 0.0], [0.0, 0.0, 0.0], [0.0, 0.0, 0.0], [0.0, 0.0, -0.1], [0.0, 0.0, 0.0], [0.0, 0.0, 0.0], [0.0, 0.0, 0.0]],
  "e_above_lowest_kj_mol": 199.9,
  "multiplicity": 1,
  "e_lumo_ev": 3.481,
  "homo_ev": -1.1756,
  "total_charge": -2,
  "energy_ev": -96199.8131
}

3.
{
  "formula": "C3H9NO2",
  "method": "the ωB97M-V functional and the def2-TZVPD basis",
  "symbols": ["C", "C", "O", "H", "H", "H", "H", "N", "C", "O", "H", "H", "H", "H", "H"],
  "positions_angstrom": [[-3.72070, -0.58947, -1.33902], [-2.41155, -0.82323, -1.20374], [-1.54635, 0.16658, -0.77516], [-4.43715, -1.41326, -1.48172], [-4.07464, 0.40357, -1.10050], [-2.03055, -1.84567, -1.18562], [-0.83120, -0.36935, -0.38693], [3.38411, 0.62442, 1.13363], [2.00177, 0.53790, 1.40626], [1.16409, 0.19199, 0.23617], [3.92450, -0.08682, 0.67147], [3.67013, 1.50737, 0.73447], [1.86819, -0.33667, 2.02883], [1.54051, 1.41566, 1.82346], [1.49886, 0.61698, -0.56159]],
  "forces_ev_per_angstrom": [[0.4, -0.5, 0.2], [-1.3, 0.3, 1.0], [0.0, -1.6, -0.4], [0.5, 0.6, -0.2], [-0.2, 0.0, -0.2], [0.2, 0.3, -0.4], [0.4, 1.1, 0.0], [0.7, 1.9, 0.0], [-0.3, -2.0, -1.7], [0.2, -0.1, 0.3], [-0.7, -0.7, 0.2], [-0.1, 0.1, 0.1], [-0.4, 0.1, 0.4], [0.5, 0.5, 0.4], [0.1, 0.2, 0.2]],
  "e_above_lowest_kj_mol": 230.9,
  "multiplicity": 1,
  "e_lumo_ev": 0.817,
  "smiles": "C=CO.NCO",
  "homo_ev": -8.7030,
  "energy_ev": -8840.5625
}

4.
{
  "formula": "C2H3N3O2",
  "method": "the ωB97M-V functional and the def2-TZVPD basis",
  "symbols": ["H", "N", "C", "C", "N", "O", "N", "O", "H", "H"],
  "positions_angstrom": [[-2.46612, -0.34720, -0.28262], [-1.63979, -0.92352, -0.12789], [-0.48731, -0.47717, -0.07004], [0.65561, -1.36236, 0.13103], [1.70754, -0.62796, 0.13502], [1.48721, 0.59462, -0.18273], [0.06198, 0.84895, -0.41458], [-0.27364, 2.03891, 0.29840], [0.51405, -2.35862, 0.61718], [0.44048, 2.61437, -0.10378]],
  "forces_ev_per_angstrom": [[0.7, 0.4, 0.0], [-2.0, -0.6, 0.2], [-0.2, 1.2, -0.5], [-0.2, 1.0, 1.4], [1.2, -3.3, 0.6], [-0.5, 2.7, -0.4], [0.2, -1.3, -0.3], [1.5, -0.7, -0.7], [0.7, 1.0, -1.0], [-1.4, -0.4, 0.7]],
  "e_above_lowest_kj_mol": 607.9,
  "multiplicity": 1,
  "e_lumo_ev": 0.247,
  "smiles": "[H]/N=c1/cnon1O",
  "homo_ev": -9.5049,
  "energy_ev": -10682.1568
}

Question: Which value of multiplicity does entry 2 give?
Answer: 1